Molecular formula: C28H50MnN3O2P2
Method: DFT, the ωB97M-V functional and the def2-TZVPD basis

- E_tot (eV) = -88294.293
- molar mass (Da) = 577.6
- charge = +2
- multiplicity = 5
- expectation value of S² = 6.093
- frontier orbital gap (spin up / spin down) (eV) = 6.413 / 4.080
- HOMO level (spin up / spin down) (eV) = -11.64 / -13.30

Last column: Löwdin charge in e.
Cartesian coordinates (Å):
Mn -0.62 0.27 -1.70  0.149
P -0.35 -1.97 -1.88  1.005
P -0.35 2.48 -1.60  0.990
O -3.34 0.17 -0.43  0.063
O 0.45 -0.12 0.85  0.103
N 1.44 0.31 -2.51  -0.176
N 2.02 0.37 3.86  0.026
N 1.12 -0.26 3.07  0.084
C -2.27 0.20 -0.94  -0.326
C -0.21 -3.05 -0.34  -0.514
C 1.03 -2.64 3.56  -0.010
C 0.14 -4.51 -0.59  -0.096
C -1.06 4.78 -3.15  -0.096
C 2.15 0.09 5.28  0.072
C -0.18 3.33 0.07  -0.513
C 0.31 -3.74 4.04  -0.048
C 3.66 2.20 3.79  0.017
C 2.65 1.32 3.15  -0.218
C -1.44 -2.92 0.56  -0.107
C 0.38 -1.40 3.48  -0.236
C 1.31 2.78 -2.34  -0.283
C -1.57 3.45 -2.60  -0.518
C 2.21 1.27 1.86  0.133
C -1.03 -3.59 4.42  -0.043
C -2.93 3.62 -1.90  -0.093
C 2.25 -0.94 -2.45  -0.228
C -0.97 -1.23 3.85  0.006
C -1.31 3.01 1.04  -0.103
C -2.91 -3.03 -2.45  -0.096
C 1.34 -2.16 -2.60  -0.280
C -0.98 -4.06 -3.72  -0.096
C 2.22 1.56 -2.36  -0.234
C -1.67 -2.35 4.34  -0.039
C 1.19 0.26 1.79  -0.316
C 0.04 4.85 -0.01  -0.103
C -1.52 -2.79 -3.06  -0.522
H 0.75 2.90 0.48  0.067
H 0.81 -4.71 4.11  0.122
H 2.94 -0.85 -3.31  0.131
H 2.52 1.88 1.02  0.125
H 4.49 1.62 4.22  0.112
H 1.15 0.35 -3.50  0.137
H 1.79 3.61 -1.81  0.090
H 0.46 -4.97 0.36  0.088
H -1.58 -4.46 4.82  0.128
H -3.30 2.68 -1.46  0.063
H -1.80 5.17 -3.86  0.097
H 1.90 1.00 5.86  0.128
H -1.61 -1.88 0.87  0.055
H -0.94 5.53 -2.35  0.066
H -3.66 3.96 -2.64  0.098
H 2.87 1.59 -3.25  0.131
H -2.88 4.38 -1.11  0.074
H -0.01 -3.91 -4.22  0.068
H 0.83 5.14 -0.71  0.071
H 0.62 -2.57 0.21  0.086
H 1.19 -2.37 -3.67  0.085
H -2.92 -3.92 -1.81  0.078
H 1.11 3.11 -3.37  0.086
H -0.88 -4.88 -3.00  0.066
H -1.80 0.34 -2.72  0.033
H 0.36 5.23 0.97  0.090
H -2.71 -2.23 4.63  0.124
H -3.61 -3.21 -3.28  0.097
H -3.28 -2.16 -1.89  0.063
H -1.72 2.76 -3.45  0.098
H 1.83 -3.03 -2.14  0.085
H -2.27 3.44 0.71  0.075
H 2.89 1.52 -1.48  0.115
H -1.42 -0.24 3.74  0.133
H -1.61 -2.01 -3.83  0.100
H -1.29 -3.51 1.47  0.074
H 3.19 -0.19 5.51  0.128
H -1.44 1.92 1.15  0.049
H -0.73 -5.08 -0.95  0.080
H 1.49 -0.72 5.59  0.110
H 0.97 -4.63 -1.30  0.069
H 3.20 2.82 4.58  0.113
H 2.86 -0.97 -1.53  0.126
H -1.70 -4.38 -4.49  0.095
H -0.11 4.69 -3.68  0.066
H -2.34 -3.29 0.08  0.069
H -1.07 3.41 2.04  0.089
H -0.87 5.39 -0.27  0.076
H 2.08 -2.71 3.25  0.133
H 4.07 2.85 3.02  0.105